Entry 1:
Molecular formula: C11H14N2
Method: DFT, ωB97M-V with the def2-TZVPD basis set

Results
Spin multiplicity = 1
Relative energy (zero: lowest compared OMol25 entry of this formula, charge and spin) = 0.646 eV
Highest occupied orbital energy = -8.643 eV
Frontier orbital gap = 9.460 eV
Max |F| = 2.1 eV/A

Positions of all 27 atoms, in Å:
C 2.820 1.177 2.287
C 1.598 -0.804 -0.406
C 2.166 0.216 1.367
C 1.667 -0.994 1.756
N 2.178 0.311 -0.041
N 1.243 -1.643 0.594
H 1.464 -0.964 -1.465
H 1.257 -2.640 0.452
H 1.354 -1.339 2.727
H 2.256 1.252 3.224
H 2.821 2.205 1.916
H 3.821 0.843 2.545
C -2.304 -1.920 -1.476
C -0.764 1.997 -0.639
C -1.080 1.128 0.413
C -1.249 1.712 -1.898
C -1.728 -0.086 0.171
C -1.837 0.474 -2.151
C -2.043 -0.468 -1.132
H -0.343 2.935 -0.303
H -0.771 1.384 1.414
H -1.339 2.450 -2.686
H -1.764 -0.742 1.033
H -2.185 0.230 -3.141
H -1.349 -2.428 -1.554
H -2.960 -1.976 -2.347
H -2.928 -2.312 -0.662

---

Entry 2:
Molecular formula: C7H13O5P
Method: DFT, ωB97M-V with the def2-TZVPD basis set

Results
Spin multiplicity = 1
Relative energy (zero: lowest compared OMol25 entry of this formula, charge and spin) = 2.163 eV
Highest occupied orbital energy = -7.689 eV
Frontier orbital gap = 8.496 eV
Max |F| = 4.1 eV/A

Positions of all 26 atoms, in Å:
C 2.312 3.559 0.515
C -2.806 -1.191 -1.507
C 3.993 0.582 -0.569
C -1.326 -1.405 -1.440
C -0.745 -0.471 -0.391
C -0.077 -1.373 1.734
C 2.977 1.290 0.356
O 2.510 3.783 1.686
O 1.259 1.445 2.368
O 1.078 -1.362 1.380
O 2.489 2.406 -0.193
O -0.974 -0.850 0.976
P 2.539 0.522 1.868
H 2.012 4.385 -0.222
H -3.379 -1.416 -2.466
H -3.280 -1.783 -0.661
H -2.990 -0.182 -1.154
H 4.151 0.993 -1.526
H 3.648 -0.397 -0.492
H 4.994 0.584 -0.090
H -0.806 -1.311 -2.449
H -1.005 -2.464 -1.050
H 0.380 -0.368 -0.391
H -1.189 0.530 -0.558
H -0.399 -1.825 2.692
H 1.370 2.405 2.519

---

Entry 3:
Molecular formula: C23H58F2NbO9S6
Method: DFT, ωB97M-V with the def2-TZVPD basis set

Results
Spin multiplicity = 1
Total charge = -1
Highest occupied orbital energy = -4.795 eV
Frontier orbital gap = 6.518 eV
Max |F| = 9.4 eV/A

Positions of all 99 atoms, in Å:
C 2.806 3.879 2.369
C 3.572 2.747 1.415
C 2.519 1.839 0.546
C 2.170 0.369 1.213
Nb 0.469 0.409 2.726
F 0.027 -1.639 2.193
C 1.739 -0.407 4.431
C 3.303 0.083 4.439
C 3.827 0.714 5.860
O 4.466 2.021 5.636
C 5.792 1.898 5.011
C 6.619 3.304 4.650
O 6.437 0.763 4.729
C -1.346 0.305 4.124
C -1.267 1.512 5.250
O -0.130 1.988 5.783
F -2.561 2.116 5.703
H 2.820 3.540 3.489
H 1.670 4.031 2.069
H 3.386 4.911 2.323
H 4.368 2.116 2.030
H 4.224 3.393 0.652
H 1.541 2.452 0.249
H 3.057 1.613 -0.495
H 3.164 -0.105 1.658
H 1.868 -0.353 0.311
H -0.634 0.959 1.397
H 0.810 2.117 3.248
H 1.747 -1.594 4.335
H 1.287 -0.198 5.516
H 3.509 0.879 3.606
H 3.962 -0.859 4.203
H 4.526 -0.049 6.444
H 2.879 0.900 6.561
H 6.236 3.817 3.663
H 6.543 4.015 5.603
H 7.780 3.048 4.560
H -2.289 0.506 3.456
H -1.443 -0.746 4.651
C -2.249 -3.321 1.296
S -2.258 -3.028 -0.489
O -1.876 -1.595 -0.713
C -4.052 -3.150 -0.690
H -1.218 -3.253 1.653
H -2.857 -2.567 1.802
H -2.638 -4.320 1.505
H -4.550 -2.407 -0.062
H -4.383 -4.154 -0.417
H -4.298 -2.961 -1.737
C 7.269 0.684 -1.912
S 6.014 1.984 -1.824
O 5.142 1.689 -0.639
C 5.110 1.472 -3.305
H 7.934 0.785 -1.051
H 6.793 -0.299 -1.888
H 7.850 0.798 -2.831
H 4.766 0.441 -3.195
H 5.761 1.560 -4.178
H 4.247 2.130 -3.430
C 0.123 -0.854 -5.313
S -0.138 0.891 -4.916
O 1.067 1.365 -4.158
C -1.462 0.615 -3.715
H 0.944 -0.928 -6.030
H 0.381 -1.410 -4.409
H -0.785 -1.267 -5.761
H -1.107 -0.030 -2.909
H -2.318 0.155 -4.215
H -1.763 1.580 -3.301
C 3.861 -4.400 -4.394
S 3.601 -2.655 -3.996
O 4.805 -2.181 -3.238
C 2.276 -2.931 -2.796
H 4.683 -4.474 -5.110
H 4.119 -4.956 -3.489
H 2.954 -4.813 -4.841
H 2.632 -3.576 -1.989
H 1.421 -3.391 -3.295
H 1.976 -1.966 -2.381
C -8.238 -3.476 -2.362
S -7.484 -2.854 -3.884
O -6.039 -3.258 -3.870
C -7.563 -1.104 -3.430
H -8.259 -4.568 -2.406
H -7.649 -3.161 -1.497
H -9.260 -3.099 -2.279
H -7.016 -0.934 -2.500
H -8.606 -0.804 -3.312
H -7.106 -0.517 -4.230
C -9.117 2.972 -0.139
S -8.229 1.949 -1.337
O -8.878 0.596 -1.344
C -6.703 1.814 -0.374
H -10.125 3.154 -0.518
H -9.180 2.454 0.822
H -8.599 3.926 -0.017
H -6.914 1.367 0.600
H -6.264 2.806 -0.245
H -6.003 1.177 -0.920

---

Entry 4:
Molecular formula: C10H29AgN5O6
Method: DFT, ωB97M-V with the def2-TZVPD basis set

Results
Spin multiplicity = 1
Total charge = -1
Relative energy (zero: lowest compared OMol25 entry of this formula, charge and spin) = 4.554 eV
Highest occupied orbital energy = -0.677 eV
Frontier orbital gap = 2.620 eV
Max |F| = 2.1 eV/A

Positions of all 51 atoms, in Å:
Ag 5.519 -18.223 23.309
O 3.108 -22.629 22.405
C 3.511 -22.206 23.666
C 4.251 -20.849 23.853
O 5.370 -20.562 23.054
H 4.069 -22.977 24.240
H 2.530 -22.117 24.182
H 4.575 -20.675 24.911
H 3.418 -20.106 23.844
C 2.019 -14.864 22.358
C 2.652 -16.037 23.115
C 1.774 -17.279 23.187
O 0.446 -16.954 23.657
C 0.458 -16.680 25.056
N 3.938 -16.383 22.461
H 2.639 -13.969 22.465
H 0.981 -14.614 22.577
H 2.003 -15.075 21.282
H 2.829 -15.689 24.137
H 2.198 -18.070 23.812
H 1.655 -17.753 22.212
H 1.182 -15.946 25.409
H 0.446 -17.648 25.561
H -0.514 -16.234 25.282
H 3.733 -17.064 21.732
H 4.154 -15.510 21.991
C 7.292 -14.320 25.642
C 6.131 -15.362 25.599
O 6.114 -16.025 24.327
H 8.226 -14.773 25.325
H 7.260 -13.779 26.585
H 6.999 -13.603 24.868
H 5.172 -14.846 25.677
H 6.242 -16.069 26.417
H 5.922 -15.306 23.716
C 7.465 -18.770 26.177
O 7.292 -19.014 24.992
N 8.531 -18.066 26.647
N 6.605 -19.242 27.129
H 8.661 -17.891 27.625
H 8.999 -17.481 25.979
H 5.804 -19.734 26.762
H 6.723 -18.960 28.081
C 7.957 -18.117 20.819
O 7.511 -18.640 21.833
N 7.288 -18.110 19.637
N 9.203 -17.575 20.764
H 7.659 -17.501 18.935
H 6.336 -18.433 19.707
H 9.705 -17.155 20.006
H 9.710 -17.517 21.631

---

Respective E_LUMO values: 0.0300 0.0297 0.0633 0.0714 Eh.